Formula: C19H19N3O3
Source: OMol25
Level of theory: the ωB97M-V functional and the def2-TZVPD basis

Computed properties:
energy above the lowest of the compared OMol25 structures with the same formula, charge and spin = 2.9025 eV
E = -30623.445 eV
net charge = 0
structure (SMILES) = O=C(COc1ccccc1)NCC(=O)N/N=C/C=C/c1ccccc1
M = 337.38 g/mol
lowest unoccupied orbital energy = -0.002 Ha

The geometry in XYZ format:
```
44
C19H19N3O3 | OMol25 | the ωB97M-V functional and the def2-TZVPD basis
O -4.0433 -3.5567 -0.7060
C -3.8512 -2.4361 -0.2810
C -4.9136 -1.3435 -0.3993
O -4.4039 -0.1133 0.0526
C -5.2086 0.9918 0.0100
C -6.5271 1.0009 -0.4264
C -7.2430 2.1877 -0.4185
C -6.6616 3.3628 0.0180
C -5.3449 3.3521 0.4524
C -4.6212 2.1781 0.4498
N -2.7320 -2.0566 0.3539
C -1.5796 -2.9101 0.4551
C -0.3145 -2.0591 0.3391
O -0.3547 -0.8484 0.3587
N 0.8123 -2.8149 0.2435
N 2.1184 -2.4574 0.1597
C 2.5106 -1.2399 0.1411
C 3.9167 -0.9804 0.0508
C 4.4142 0.2685 0.0246
C 5.8075 0.6507 -0.0657
C 6.8508 -0.2772 -0.1437
C 8.1629 0.1429 -0.2294
C 8.4680 1.4952 -0.2393
C 7.4468 2.4283 -0.1625
C 6.1335 2.0112 -0.0769
H -5.7825 -1.6597 0.1953
H -5.2209 -1.2902 -1.4526
H -7.0063 0.0986 -0.7727
H -8.2678 2.1849 -0.7595
H -7.2279 4.2816 0.0202
H -4.8799 4.2645 0.7946
H -3.5953 2.1512 0.7819
H -2.5821 -1.0759 0.5613
H -1.5666 -3.4275 1.4246
H -1.6329 -3.6650 -0.3365
H 0.7098 -3.8223 0.2351
H 1.8419 -0.3843 0.1892
H 4.5500 -1.8532 0.0048
H 3.7150 1.0955 0.0750
H 6.6322 -1.3336 -0.1377
H 8.9566 -0.5876 -0.2892
H 9.4959 1.8191 -0.3067
H 7.6773 3.4836 -0.1700
H 5.3409 2.7438 -0.0176
```

Formula: C21H70O14
Source: OMol25
Level of theory: the ωB97M-V functional and the def2-TZVPD basis

Computed properties:
energy above the lowest of the compared OMol25 structures with the same formula, charge and spin = 1.0353 eV
E = -51577.831 eV
net charge = 0
M = 546.78 g/mol
lowest unoccupied orbital energy = 0.016 Ha

The geometry in XYZ format:
```
105
C21H70O14 | OMol25 | the ωB97M-V functional and the def2-TZVPD basis
C 4.4915 -3.4625 1.0022
C 2.9757 -3.3598 0.6706
C 2.1168 -3.9364 1.8021
O 2.3374 -2.1414 0.3781
H 4.6892 -3.0762 2.0080
H 5.0243 -2.9351 0.1949
H 4.7671 -4.5038 0.9993
H 2.6235 -4.0901 -0.1045
H 2.3587 -3.5926 2.8037
H 2.2160 -5.0030 1.8029
H 1.0634 -3.7822 1.6455
H 2.7186 -1.7961 -0.3930
C -2.4958 4.8757 -4.2447
C -1.3233 4.1027 -3.7323
C -0.4361 3.5470 -4.8285
O -0.4562 4.9502 -2.9179
H -2.9474 5.5595 -3.4912
H -3.3517 4.3465 -4.6019
H -2.1045 5.5884 -5.0448
H -1.6987 3.2774 -3.1138
H -0.8422 2.6807 -5.3300
H 0.5629 3.3119 -4.4432
H -0.2716 4.3932 -5.6089
H -1.0511 5.2066 -2.2103
C 3.8315 2.6588 0.7283
C 3.1330 1.4448 1.3377
C 4.0370 0.3398 1.8635
O 2.4121 1.9361 2.4474
H 4.5613 3.1014 1.4109
H 3.0339 3.3841 0.4483
H 4.3722 2.3848 -0.2448
H 2.3846 0.9414 0.6426
H 3.4849 -0.4502 2.4535
H 4.8071 0.7825 2.5310
H 4.3268 -0.1773 0.9282
H 1.9228 2.7536 2.1478
C -5.6745 1.2839 5.7470
C -4.7126 0.3677 5.0476
C -5.3665 -0.3118 3.8232
O -3.5377 1.0622 4.6565
H -5.8979 2.0142 4.9865
H -5.3283 1.7501 6.7200
H -6.5897 0.6842 5.9903
H -4.4633 -0.4588 5.6837
H -4.6864 -0.8250 3.1971
H -5.8403 0.4884 3.1724
H -6.1803 -0.9956 4.0753
H -2.9044 0.4442 4.2355
C -1.5360 -2.2927 -3.2098
C -1.7877 -1.0923 -4.1331
C -2.3758 0.1245 -3.3415
O -0.5500 -0.7099 -4.7882
H -0.7948 -2.0881 -2.3937
H -1.0833 -3.1712 -3.7245
H -2.4333 -2.7105 -2.7523
H -2.4624 -1.3081 -4.9800
H -1.7709 0.2370 -2.4374
H -3.3920 -0.1455 -3.0568
H -2.3664 1.0635 -3.9161
H 0.0402 -0.5336 -4.0454
C 1.2642 -4.5461 -4.9371
C 1.2606 -4.5153 -3.3654
C 2.1195 -5.6172 -2.8042
O 1.6808 -3.2301 -2.9144
H 0.6929 -5.4405 -5.1999
H 2.2366 -4.4599 -5.3723
H 0.6670 -3.6172 -5.2247
H 0.2302 -4.7491 -3.0575
H 1.8533 -6.5509 -3.3124
H 1.9619 -5.6924 -1.7549
H 3.1938 -5.4185 -2.9320
H 1.5491 -3.3185 -1.9194
C -1.3365 0.6591 1.3748
C -1.7323 -0.7271 1.9482
C -0.9917 -1.8678 1.3240
O -1.5532 -0.8280 3.3338
H -0.2832 0.8481 1.5708
H -1.9898 1.4365 1.8114
H -1.5118 0.5935 0.3300
H -2.8100 -0.8943 1.7759
H -1.3590 -2.0696 0.2916
H -1.1631 -2.7759 1.8521
H 0.1099 -1.8334 1.2784
H -0.6306 -0.5172 3.5506
O 0.6928 5.0192 4.1901
H 0.4194 5.4131 5.0480
H 0.0732 4.2533 4.2467
O 0.8758 2.9338 -1.1316
H 0.3710 3.2207 -0.3616
H 0.7204 3.6671 -1.7906
O 0.9498 0.1761 -2.4269
H 0.8559 1.1169 -2.1367
H 0.8448 -0.2761 -1.5770
O 3.4526 -0.9684 -2.2447
H 2.7608 -0.3062 -2.2901
H 3.1618 -1.7980 -2.6810
O -1.0562 2.5655 4.1098
H -2.0168 2.4308 4.1149
H -0.5544 1.7461 4.1663
O 0.0313 3.9942 1.6580
H -0.5671 3.6971 2.3865
H 0.3571 4.7703 2.0632
O 0.8264 0.4805 4.1464
H 1.4954 0.7837 3.5132
H 1.2672 0.0752 4.8567
```

Formula: C46H43F3IrN2O7P2SSe2
Source: OMol25
Level of theory: the ωB97M-V functional and the def2-TZVPD basis

Computed properties:
energy above the lowest of the compared OMol25 structures with the same formula, charge and spin = 0.0000 eV
E = -236815.605 eV
net charge = -1
M = 1237.00 g/mol
lowest unoccupied orbital energy = 0.084 Ha

The geometry in XYZ format:
```
107
C46H43F3IrN2O7P2SSe2 | OMol25 | the ωB97M-V functional and the def2-TZVPD basis
Ir -0.7278 -0.0783 -0.6774
C 2.1747 -1.0940 0.6128
N 2.1889 -0.4281 1.8999
C 1.1296 0.5025 2.2174
P -0.5527 -0.1045 1.7071
C -1.5129 0.9861 2.8240
C -1.2945 2.3644 2.8233
C -1.9851 3.1837 3.7039
C -2.8957 2.6387 4.5958
C -3.1106 1.2690 4.6077
C -2.4215 0.4452 3.7310
C -0.5893 -1.7109 2.5778
C 0.2391 -1.9811 3.6706
C 0.2016 -3.2197 4.2904
C -0.6665 -4.2033 3.8328
C -1.5043 -3.9362 2.7627
C -1.4677 -2.6942 2.1419
C 3.2358 -0.6339 2.7794
C 4.0081 -1.8046 2.7165
C 5.0560 -2.0071 3.5985
C 5.3650 -1.0690 4.5738
C 4.6019 0.0876 4.6454
C 3.5579 0.3132 3.7631
P 1.5622 0.0372 -0.7243
C 2.6031 1.5100 -0.3897
C 2.2014 2.7901 -0.7448
C 3.0379 3.8807 -0.5381
C 4.2842 3.7029 0.0370
C 4.7019 2.4238 0.3884
C 3.8735 1.3369 0.1680
C 2.4316 -0.6506 -2.1793
C 2.2921 -2.0055 -2.4756
C 2.9518 -2.5562 -3.5601
C 3.7474 -1.7578 -4.3716
C 3.8891 -0.4099 -4.0830
C 3.2436 0.1415 -2.9837
H 1.5347 -1.9830 0.5857
H 3.1854 -1.4044 0.3541
H 1.2684 1.4909 1.7607
H 1.0907 0.6552 3.2937
H -0.6078 2.8071 2.1167
H -1.8159 4.2530 3.6809
H -3.4402 3.2805 5.2778
H -3.8234 0.8351 5.2978
H -2.6046 -0.6191 3.7368
H 0.9234 -1.2399 4.0571
H 0.8587 -3.4157 5.1288
H -0.6851 -5.1749 4.3116
H -2.1848 -4.6899 2.3875
H -2.1320 -2.4971 1.3163
H 3.7597 -2.5767 2.0016
H 5.6265 -2.9255 3.5301
H 6.1815 -1.2366 5.2635
H 4.8290 0.8412 5.3898
H 3.0128 1.2455 3.8161
H 1.2240 2.9391 -1.1704
H 2.7006 4.8664 -0.8326
H 4.9340 4.5525 0.2076
H 5.6770 2.2681 0.8328
H 4.2367 0.3536 0.4333
H 1.6359 -2.6159 -1.8761
H 2.8229 -3.6081 -3.7814
H 4.2525 -2.1859 -5.2287
H 4.5052 0.2212 -4.7115
H 3.3672 1.1952 -2.7692
O 1.3111 4.2259 -3.8707
C -0.0077 4.0093 -4.3711
C -0.7005 2.8957 -3.5751
C -2.0226 2.6217 -4.3183
O -3.0856 2.3606 -3.4219
C 0.2063 1.6617 -3.5990
Se -0.6764 -0.0317 -3.1806
C -0.9415 3.4392 -2.1628
Se -1.2497 2.3361 -0.5503
H 1.7268 4.9108 -4.3999
H 0.0355 3.7154 -5.4286
H -0.6002 4.9303 -4.2945
H -1.8627 1.7683 -4.9826
H -2.2882 3.4898 -4.9394
H -3.5617 1.5835 -3.7249
H 1.0778 1.8292 -2.9695
H 0.5856 1.5365 -4.6185
H -1.8430 4.0535 -2.1770
H -0.1057 4.0940 -1.9150
F 0.2978 -4.6307 -2.3026
C -0.0912 -4.5371 -1.0131
F 1.0392 -4.4650 -0.2738
F -0.6896 -5.6884 -0.6951
C -1.0143 -3.3000 -0.7879
O -2.1959 -3.5170 -0.6287
O -0.3271 -2.2270 -0.8038
O -2.8346 -1.7799 -2.7547
C -3.4099 -1.2568 -1.8270
N -2.8505 -0.5002 -0.8206
S -3.9480 -0.1056 0.3321
O -3.7302 -0.8972 1.5228
O -4.1052 1.3052 0.5319
C -5.3443 -0.7612 -0.5172
C -6.6784 -0.7269 -0.1614
C -7.5750 -1.3503 -1.0194
C -7.1325 -1.9825 -2.1818
C -5.7851 -2.0022 -2.5148
C -4.8977 -1.3719 -1.6612
H -7.0065 -0.2340 0.7440
H -8.6317 -1.3471 -0.7830
H -7.8538 -2.4646 -2.8299
H -5.4159 -2.4898 -3.4073
```

Formula: C3H4F3N3
Source: OMol25
Level of theory: the ωB97M-V functional and the def2-TZVPD basis

Computed properties:
energy above the lowest of the compared OMol25 structures with the same formula, charge and spin = 0.9136 eV
E = -15796.871 eV
net charge = 0
structure (SMILES) = N#C[C@](N)(F)C(N)(F)F
M = 139.08 g/mol
lowest unoccupied orbital energy = 0.025 Ha

The geometry in XYZ format:
```
13
C3H4F3N3 | OMol25 | the ωB97M-V functional and the def2-TZVPD basis
N -3.0900 -1.0877 0.2406
C -2.2024 -0.4094 0.0082
C -1.0008 0.3644 -0.1722
N -1.0668 1.6340 1.0408
F -0.9897 0.9973 -1.4266
C 0.2509 -0.4625 -0.1090
N 0.4916 -1.4650 -0.9928
F 1.4039 0.2148 0.0778
F 0.1387 -0.9711 1.1968
H -0.1807 2.1716 1.0547
H -1.0421 1.0829 1.7912
H -0.1260 -2.2362 -1.1832
H 1.4611 -1.7900 -0.9665
```

Which of these has the lowest E?
C46H43F3IrN2O7P2SSe2

energy above the lowest of the compared OMol25 structures with the same formula, charge and spin of number 1 (C19H19N3O3)?
2.9025 eV

Repeat the fourth record exactly.
Formula: C3H4F3N3
Source: OMol25
Level of theory: the ωB97M-V functional and the def2-TZVPD basis

Computed properties:
energy above the lowest of the compared OMol25 structures with the same formula, charge and spin = 0.9136 eV
E = -15796.871 eV
net charge = 0
structure (SMILES) = N#C[C@](N)(F)C(N)(F)F
M = 139.08 g/mol
lowest unoccupied orbital energy = 0.025 Ha

The geometry in XYZ format:
```
13
C3H4F3N3 | OMol25 | the ωB97M-V functional and the def2-TZVPD basis
N -3.0900 -1.0877 0.2406
C -2.2024 -0.4094 0.0082
C -1.0008 0.3644 -0.1722
N -1.0668 1.6340 1.0408
F -0.9897 0.9973 -1.4266
C 0.2509 -0.4625 -0.1090
N 0.4916 -1.4650 -0.9928
F 1.4039 0.2148 0.0778
F 0.1387 -0.9711 1.1968
H -0.1807 2.1716 1.0547
H -1.0421 1.0829 1.7912
H -0.1260 -2.2362 -1.1832
H 1.4611 -1.7900 -0.9665
```

lowest unoccupied orbital energy of number 3 (C46H43F3IrN2O7P2SSe2)?
0.084 Ha